# 1
79
Properties=species:S:1:pos:R:3 method="wB97M-V/def2-TZVPD" spin_multiplicity=1 total_charge=+1 energy_ev=-124351.9074 orbital_gap_ev=7.12 lumo_energy_ev=-3.499
Zn -0.884 -0.447 -0.668
C -2.996 0.102 2.020
P -1.187 0.159 1.636
C -0.689 1.899 1.600
N -0.899 2.592 2.678
C -0.632 3.936 2.661
C -0.757 4.669 3.869
C -0.319 5.910 3.981
C 0.046 6.545 2.795
C 0.034 5.990 1.517
C -0.261 4.588 1.484
N -0.192 3.860 0.362
C -0.348 2.570 0.426
P -0.185 1.736 -1.143
C -1.281 2.550 -2.376
C 1.623 1.902 -1.580
C 1.935 1.059 -2.802
C 1.932 3.368 -1.900
C 2.408 1.413 -0.350
C -0.275 -0.691 3.019
C -0.789 -0.248 4.369
C 1.193 -0.345 2.693
C -0.561 -2.156 2.991
H -3.281 0.642 2.938
H -3.163 -1.005 2.049
H -3.433 0.437 1.078
H -1.093 4.231 4.773
H -0.282 6.328 4.949
H 0.420 7.528 2.788
H 0.286 6.498 0.613
H -0.859 2.349 -3.358
H -1.195 3.613 -2.305
H -2.323 2.142 -2.397
H 1.289 1.295 -3.679
H 1.743 -0.032 -2.581
H 2.970 1.271 -3.091
H 1.359 3.625 -2.755
H 2.962 3.398 -2.216
H 1.847 4.162 -1.146
H 2.281 0.345 -0.176
H 2.111 1.857 0.579
H 3.429 1.482 -0.506
H -0.862 0.834 4.515
H -0.175 -0.633 5.209
H -1.833 -0.693 4.508
H 1.426 0.662 2.892
H 1.481 -0.734 1.720
H 1.774 -0.812 3.427
H -1.643 -2.317 2.843
H -0.231 -2.784 3.892
H -0.070 -2.629 2.083
C -2.421 -4.701 0.103
C -2.273 -3.942 -1.201
O -0.908 -3.796 -1.520
P -0.008 -2.462 -1.417
O 0.610 -2.198 -2.871
C 0.276 -3.009 -4.033
C 0.951 -2.303 -5.172
O 1.224 -2.876 -0.490
C 2.220 -3.858 -1.060
C 3.220 -4.204 -0.012
H -3.478 -4.844 0.466
H -1.934 -4.198 0.923
H -1.967 -5.668 0.107
H -2.817 -3.068 -1.139
H -2.633 -4.465 -2.082
H -0.808 -2.939 -4.231
H 0.605 -4.070 -3.873
H 0.526 -1.249 -5.204
H 0.763 -2.795 -6.101
H 2.015 -2.255 -5.032
H 2.729 -3.422 -1.947
H 1.684 -4.662 -1.446
H 3.808 -3.317 0.113
H 3.983 -4.990 -0.438
H 2.747 -4.599 0.896
S -3.791 -1.105 -3.762
C -3.320 -0.663 -2.292
N -2.857 -0.364 -1.214

# 2
192
Properties=species:S:1:pos:R:3 method="wB97M-V/def2-TZVPD" spin_multiplicity=1 e_above_lowest_kj_mol=98.0 smiles=CC1(C)CCCC(C)(C)N1O.CC1(C)CCCC(C)(C)N1O.CC1(C)CCCC(C)(C)N1O.CC1(C)CCCC(C)(C)N1O.CC(C)O.CC(C)O.CC(C)O.CC(C)O.CC(C)O.CC(C)O energy_ev=-84440.0684 orbital_gap_ev=8.55 lumo_energy_ev=0.300
C -8.143 4.334 22.695
C -8.698 3.321 23.631
C -8.854 2.053 22.897
C -9.134 0.872 23.807
C -8.035 0.770 24.793
C -7.974 2.014 25.706
N -7.772 3.187 24.761
O -7.672 4.321 25.533
C -9.089 2.158 26.729
C -6.696 1.895 26.552
C -10.043 3.883 23.982
H -8.716 4.558 21.807
H -7.110 4.073 22.457
H -8.090 5.315 23.167
H -9.652 2.159 22.153
H -7.927 1.949 22.359
H -9.220 -0.040 23.180
H -10.074 0.999 24.310
H -7.054 0.718 24.329
H -8.120 -0.145 25.402
H -9.066 1.326 27.432
H -8.886 2.980 27.372
H -10.058 2.119 26.232
H -6.819 1.144 27.335
H -5.822 1.699 25.933
H -6.519 2.872 26.994
H -10.743 3.117 24.376
H -10.486 4.293 23.062
H -9.963 4.667 24.768
H -6.780 4.675 25.474
C -17.788 -2.084 19.673
C -17.218 -1.031 20.572
C -17.518 0.293 19.863
C -17.171 1.479 20.753
C -18.013 1.416 21.957
C -17.825 0.144 22.766
N -17.988 -0.989 21.831
O -17.846 -2.205 22.498
C -16.549 0.241 23.575
C -18.938 -0.037 23.757
C -15.690 -1.286 20.746
H -17.354 -2.010 18.669
H -18.845 -1.901 19.450
H -17.609 -3.097 20.065
H -16.982 0.302 18.932
H -18.576 0.383 19.627
H -17.296 2.440 20.227
H -16.130 1.565 20.999
H -19.051 1.437 21.627
H -17.781 2.254 22.602
H -15.761 0.902 23.143
H -16.802 0.738 24.522
H -16.115 -0.736 23.723
H -18.768 -0.878 24.419
H -19.068 0.785 24.455
H -19.888 -0.204 23.279
H -15.230 -1.308 19.737
H -15.505 -2.277 21.141
H -15.190 -0.581 21.405
H -16.922 -2.372 22.745
C -13.400 6.150 24.069
C -14.650 5.671 23.347
C -14.974 4.208 23.707
C -15.593 4.075 25.111
C -16.813 4.939 25.207
C -16.531 6.394 24.864
N -15.915 6.462 23.545
O -15.663 7.831 23.241
C -17.957 7.012 24.737
C -15.741 7.103 26.029
C -14.388 5.696 21.833
H -13.388 7.232 24.211
H -12.528 5.815 23.521
H -13.416 5.683 25.056
H -15.788 3.800 23.068
H -14.134 3.524 23.571
H -14.802 4.225 25.809
H -15.937 3.044 25.290
H -17.253 4.879 26.190
H -17.521 4.589 24.459
H -18.495 6.553 23.904
H -18.542 6.921 25.638
H -17.915 8.082 24.520
H -15.174 7.950 25.631
H -16.423 7.389 26.807
H -15.094 6.386 26.528
H -13.579 4.955 21.626
H -14.046 6.664 21.418
H -15.199 5.386 21.174
H -16.162 8.079 22.437
C -11.800 4.220 19.392
C -11.555 2.891 18.672
C -12.171 1.648 19.264
C -13.649 1.733 19.156
C -14.053 1.867 17.707
C -13.453 3.008 16.951
N -12.028 2.953 17.251
O -11.436 4.063 16.581
C -13.604 2.673 15.454
C -14.093 4.320 17.355
C -10.025 2.676 18.576
H -11.766 5.058 18.709
H -11.011 4.479 20.097
H -12.707 4.292 19.973
H -11.830 0.742 18.704
H -11.800 1.677 20.299
H -14.059 2.513 19.812
H -14.104 0.801 19.484
H -15.144 1.970 17.639
H -13.699 0.902 17.290
H -12.936 1.825 15.234
H -14.588 2.394 15.096
H -13.343 3.495 14.820
H -13.420 5.136 17.280
H -14.985 4.505 16.760
H -14.380 4.401 18.396
H -9.562 3.533 18.102
H -9.783 1.799 17.944
H -9.642 2.646 19.579
H -10.716 3.643 16.099
C -8.394 -4.019 20.644
C -8.404 -2.591 21.136
C -7.049 -2.122 21.565
O -8.850 -1.665 20.149
H -7.720 -4.086 19.789
H -9.407 -4.374 20.384
H -8.040 -4.694 21.424
H -9.134 -2.513 21.955
H -6.284 -2.294 20.800
H -6.676 -2.513 22.465
H -7.079 -1.019 21.641
H -9.624 -1.982 19.656
C -16.898 -4.497 24.507
C -15.706 -3.507 24.692
C -14.512 -4.235 25.351
O -15.393 -3.031 23.383
H -16.527 -5.383 23.992
H -17.656 -3.987 23.924
H -17.200 -4.679 25.536
H -16.055 -2.691 25.344
H -13.568 -3.680 25.398
H -14.221 -5.165 24.862
H -14.834 -4.524 26.354
H -14.647 -2.424 23.480
C -16.288 -0.007 27.268
C -14.963 0.638 26.897
C -14.462 1.607 27.910
O -13.943 -0.391 26.603
H -16.166 -0.422 28.265
H -16.478 -0.732 26.468
H -17.115 0.715 27.346
H -15.061 1.202 25.959
H -14.415 1.248 28.943
H -15.048 2.521 27.858
H -13.424 1.846 27.634
H -13.933 -1.055 27.300
C -14.531 -5.214 20.790
C -13.289 -4.359 20.841
C -12.368 -4.754 22.029
O -12.458 -4.597 19.688
H -15.202 -5.036 19.954
H -15.131 -4.955 21.678
H -14.366 -6.276 20.725
H -13.531 -3.294 20.945
H -12.149 -5.829 22.000
H -12.849 -4.472 22.956
H -11.374 -4.309 21.928
H -13.009 -5.030 19.041
C -9.701 -3.476 24.765
C -9.507 -4.068 26.144
C -10.870 -4.517 26.707
O -8.675 -5.232 26.051
H -8.773 -3.251 24.251
H -10.173 -2.495 24.812
H -10.264 -4.076 24.048
H -8.988 -3.412 26.827
H -11.275 -5.369 26.142
H -11.575 -3.704 26.554
H -10.830 -4.871 27.732
H -7.807 -4.917 25.802
C -12.024 -1.110 22.185
C -12.310 -0.550 23.509
C -12.700 0.917 23.429
O -13.379 -1.337 24.073
H -11.826 -2.177 22.241
H -11.123 -0.700 21.762
H -12.870 -0.962 21.459
H -11.426 -0.745 24.109
H -11.861 1.502 23.033
H -12.938 1.293 24.448
H -13.601 0.988 22.808
H -13.738 -0.957 24.897

# 3
50
Properties=species:S:1:pos:R:3 method="wB97M-V/def2-TZVPD" spin_multiplicity=1 total_charge=+1 energy_ev=-81103.0137 orbital_gap_ev=5.14 lumo_energy_ev=-5.490
C -0.743 5.405 0.757
C -0.728 4.427 -0.391
C -1.980 4.441 -1.451
O -2.266 5.617 -2.068
O -2.837 3.297 -1.805
C -2.064 2.050 -1.916
C -2.263 1.258 -0.460
C -2.932 -0.226 -0.666
C -2.483 -1.351 0.439
C -2.077 -0.754 1.911
C -1.552 -1.867 2.994
N -0.333 -2.654 2.570
I -0.901 -4.452 1.662
C 0.693 -1.880 1.774
C 1.398 -0.632 2.585
C 2.654 -0.121 1.605
C 2.143 0.550 0.199
S 2.187 -0.597 -1.287
O 2.951 0.086 -2.472
O 0.741 -0.905 -1.838
Cl 3.114 -2.436 -0.948
H -0.108 6.397 0.756
H -1.443 5.247 1.710
H 0.201 3.700 -0.531
H -0.907 2.218 -2.089
H -2.460 1.319 -2.740
H -1.194 1.250 0.035
H -3.025 1.887 0.196
H -4.101 -0.123 -0.782
H -2.540 -0.624 -1.721
H -1.673 -2.029 -0.065
H -3.431 -2.054 0.617
H -1.287 0.111 1.892
H -3.066 -0.276 2.379
H -1.407 -1.425 4.089
H -2.435 -2.662 3.106
H 0.153 -2.955 3.468
H 0.309 -1.536 0.698
H 1.576 -2.648 1.539
H 0.712 0.303 2.740
H 1.773 -0.982 3.645
H 3.171 0.757 2.227
H 3.457 -0.977 1.479
H 2.859 1.465 -0.073
H 1.056 1.020 0.253
C 4.156 -3.244 -4.698
Cl 3.258 -4.331 -5.765
Cl 5.885 -3.277 -5.065
H 3.783 -2.226 -4.833
H 4.005 -3.559 -3.663

# 4
19
Properties=species:S:1:pos:R:3 method="wB97M-V/def2-TZVPD" spin_multiplicity=1 e_above_lowest_kj_mol=141.5 total_charge=+1 energy_ev=-21193.2483 orbital_gap_ev=9.94 lumo_energy_ev=-3.161
N -0.631 -0.130 -0.846
C 0.513 0.209 0.093
C 0.156 -0.356 1.456
S 0.452 -2.151 1.642
C 0.734 1.691 0.016
N 1.700 2.399 0.628
O -0.089 2.356 -0.630
H -1.352 -0.785 -0.449
H -1.050 0.740 -1.299
H -0.363 -0.610 -1.728
H 1.428 -0.163 -0.539
H 0.776 0.117 2.204
H -0.819 -0.094 1.921
H 0.325 -2.279 2.973
H 1.684 3.413 0.656
H 2.473 1.982 1.105
H -1.418 -2.716 -2.483
H -2.741 -1.843 -2.305
O -1.778 -1.780 -2.417

# 5
111
Properties=species:S:1:pos:R:3 method="wB97M-V/def2-TZVPD" spin_multiplicity=1 e_above_lowest_kj_mol=0.0 energy_ev=-111405.9506 orbital_gap_ev="4.54 / 4.47" lumo_energy_ev="-0.058 / -0.057"
Ca 2.078 2.168 -1.340
C 3.564 -3.124 -0.413
C 2.083 -2.890 -0.427
C 1.144 -3.819 -0.730
C -0.243 -3.474 -1.001
N -0.619 -2.276 -0.681
N 0.289 -1.334 -0.298
B -0.558 -0.179 0.139
N -1.628 0.391 -0.696
N -2.790 -0.031 -0.061
C -3.865 0.630 -0.337
C -3.885 1.601 -1.385
C -2.758 1.954 -2.072
C -2.819 2.991 -3.179
C -1.555 1.248 -1.835
S -0.056 1.336 -2.757
C -5.055 0.441 0.534
C -4.773 -0.435 1.738
C -5.592 1.807 1.049
C -6.086 -0.239 -0.353
N -0.746 -0.147 1.657
N -0.681 -1.363 2.178
C -1.305 -1.582 3.322
C -1.533 -0.477 4.242
C -1.212 0.797 3.774
C -1.138 1.873 4.792
C -0.915 0.948 2.406
S 0.068 3.086 0.635
C -1.519 -3.020 3.750
C -1.087 -3.083 5.268
C -0.791 -4.022 2.925
C -3.058 -3.374 3.669
C 1.622 -1.516 -0.146
S 2.731 -0.281 0.255
C -1.214 -4.379 -1.687
C -2.663 -3.995 -1.369
C -0.946 -5.881 -1.306
C -0.867 -4.251 -3.211
H 3.971 -3.126 -1.469
H 3.828 -4.045 0.136
H 4.024 -2.247 0.128
H 1.415 -4.878 -0.695
H -4.876 2.042 -1.573
H -3.822 3.478 -3.249
H -2.516 2.534 -4.150
H -2.042 3.706 -2.934
H -3.977 -0.056 2.392
H -4.546 -1.470 1.504
H -5.720 -0.493 2.256
H -4.753 2.300 1.560
H -6.421 1.614 1.778
H -5.945 2.402 0.244
H -5.723 -1.229 -0.775
H -6.374 0.361 -1.255
H -7.018 -0.419 0.208
H -1.811 -0.647 5.312
H -1.909 2.662 4.627
H -0.157 2.419 4.772
H -1.424 1.441 5.798
H -0.145 -2.537 5.257
H -0.856 -4.133 5.491
H -1.740 -2.536 5.928
H 0.247 -3.989 3.115
H -0.895 -3.727 1.863
H -1.167 -5.062 3.116
H -3.695 -2.621 4.116
H -3.155 -4.369 4.063
H -3.280 -3.419 2.592
H -3.120 -4.686 -0.606
H -3.203 -4.236 -2.277
H -2.810 -2.998 -1.029
H -0.790 -5.963 -0.220
H -0.011 -6.272 -1.804
H -1.804 -6.523 -1.630
H -0.814 -3.214 -3.506
H -1.624 -4.708 -3.894
H 0.126 -4.739 -3.393
N 5.765 2.516 -2.025
C 5.567 2.426 -0.657
C 6.748 2.451 0.098
C 6.668 2.366 1.461
C 5.355 2.322 2.074
C 4.268 2.469 1.215
N 4.355 2.454 -0.149
C 5.117 1.866 -3.063
C 5.949 1.577 -4.182
C 5.353 1.071 -5.307
C 3.964 0.848 -5.348
C 3.267 1.197 -4.227
N 3.826 1.662 -3.062
H 6.776 2.628 -2.211
H 7.690 2.442 -0.434
H 7.599 2.162 1.952
H 5.248 2.270 3.174
H 3.229 2.517 1.597
H 7.036 1.675 -4.016
H 5.963 1.001 -6.224
H 3.518 0.391 -6.238
H 2.203 0.964 -4.202
N 3.187 6.555 -1.835
C 1.841 6.805 -1.411
C 1.254 5.575 -1.292
N 2.098 4.598 -1.772
C 3.232 5.217 -2.107
H 3.927 7.229 -2.022
H 1.586 7.828 -1.217
H 0.287 5.363 -0.870
H 4.096 4.733 -2.594
C -1.029 2.401 1.801
H -0.930 3.125 2.690
H -2.106 2.584 1.557